[1]
{
  "formula": "C7H8N2OS",
  "method": "the ωB97M-V functional and the def2-TZVPD basis",
  "total_charge": 0,
  "smiles": "c1csc(N2[C@@H]3CCO[C@@H]32)n1",
  "orbital_gap_ev": 9.10,
  "homo_ev": -8.29,
  "de_lowest_ev": 2.533,
  "e_tot_ev": -23248.9875,
  "mol_weight_g_mol": 168.221,
  "symbols": ["C", "C", "C", "C", "C", "C", "C", "N", "N", "O", "S", "H", "H", "H", "H", "H", "H", "H", "H"],
  "xyz": [[-0.078, -1.917, -2.920], [-1.326, -2.185, -2.523], [-0.098, -0.739, -1.063], [1.137, 1.702, 1.472], [0.607, 0.738, 2.499], [0.277, 1.383, 0.279], [-0.847, 0.636, 0.855], [0.587, -1.012, -2.103], [0.163, -0.034, 0.028], [-0.740, 0.473, 2.157], [-1.668, -1.425, -1.023], [0.539, -2.443, -3.655], [-1.786, -3.095, -2.853], [0.980, 2.677, 1.800], [2.157, 1.616, 1.267], [1.072, -0.209, 2.426], [0.550, 1.136, 3.551], [0.239, 1.979, -0.691], [-1.766, 0.719, 0.497]],
  "nbo_charge": [-0.03, -0.48, 0.24, -0.45, -0.08, -0.07, 0.23, -0.48, -0.46, -0.48, 0.35, 0.22, 0.24, 0.22, 0.23, 0.19, 0.20, 0.23, 0.19]
}



[2]
{
  "formula": "C18H41N2O2P3Yb",
  "method": "the ωB97M-V functional and the def2-TZVPD basis",
  "total_charge": 3,
  "orbital_gap_ev": [4.56, 3.31],
  "homo_ev": [-14.90, -14.90],
  "de_lowest_ev": 1.405,
  "e_tot_ev": -85776.6486,
  "spin_multiplicity": 2,
  "mol_weight_g_mol": 583.500,
  "symbols": ["Yb", "P", "P", "P", "H", "C", "C", "H", "C", "C", "C", "C", "C", "C", "C", "C", "C", "H", "H", "H", "H", "H", "H", "H", "H", "H", "H", "H", "H", "H", "H", "H", "H", "H", "H", "H", "H", "H", "H", "H", "H", "H", "H", "H", "H", "H", "C", "C", "C", "C", "C", "C", "O", "H", "H", "H", "H", "H", "H", "N", "C", "N", "O", "H", "H", "H", "H"],
  "xyz": [[0.867, -0.881, -0.557], [0.075, -3.009, 1.272], [-1.437, -1.110, -1.990], [-0.722, 0.280, 1.470], [3.450, 2.050, 0.209], [3.171, 1.938, 1.275], [3.774, 1.054, 2.091], [4.466, 0.287, 1.716], [1.027, -4.545, 0.986], [-1.594, -3.789, 1.381], [0.464, -2.892, 3.063], [-1.352, 0.304, -3.118], [-1.056, -2.363, -3.234], [-3.233, -1.250, -1.797], [0.019, 0.966, 2.987], [-2.313, -0.368, 2.076], [-1.307, 1.818, 0.725], [2.372, 2.609, 1.634], [3.557, 1.018, 3.164], [2.020, -4.486, 1.444], [1.129, -4.744, -0.087], [0.477, -5.370, 1.453], [-1.887, -4.095, 0.362], [-2.341, -3.091, 1.790], [-1.494, -4.675, 2.032], [1.545, -2.712, 3.176], [0.209, -3.868, 3.500], [-0.095, -2.088, 3.562], [-2.096, 0.233, -3.918], [-0.354, 0.459, -3.558], [-1.636, 1.138, -2.473], [-1.839, -2.339, -4.001], [-1.033, -3.338, -2.736], [-0.079, -2.129, -3.682], [-3.677, -1.349, -2.802], [-3.615, -0.346, -1.288], [-3.430, -2.152, -1.192], [-0.615, 1.795, 3.326], [1.038, 1.333, 2.796], [0.047, 0.185, 3.755], [-2.855, 0.451, 2.562], [-2.143, -1.166, 2.806], [-2.919, -0.750, 1.245], [-1.816, 2.408, 1.491], [-2.006, 1.655, -0.101], [-0.458, 2.385, 0.339], [-1.012, 4.168, -1.490], [-1.518, 4.877, -2.587], [-1.466, 6.285, -2.524], [-0.925, 6.948, -1.399], [-0.745, 6.225, -0.215], [-0.924, 4.829, -0.241], [-0.456, 2.880, -1.671], [0.018, 2.669, -2.512], [-1.855, 4.265, -3.424], [-1.816, 6.886, -3.361], [-0.683, 8.019, -1.441], [-0.437, 6.759, 0.695], [-0.920, 4.271, 0.698], [4.437, -2.703, 0.583], [3.684, -2.749, -0.525], [4.072, -3.595, -1.506], [2.666, -2.013, -0.665], [5.217, -3.338, 0.620], [4.108, -2.137, 1.352], [3.398, -3.812, -2.219], [4.851, -4.193, -1.322]],
  "lowdin_spin": [1.01, 0.00, 0.00, 0.00, 0.00, 0.00, 0.00, 0.00, 0.00, 0.00, 0.00, 0.00, 0.00, 0.00, 0.00, 0.00, 0.00, 0.00, 0.00, 0.00, 0.00, 0.00, 0.00, 0.00, 0.00, 0.00, 0.00, 0.00, 0.00, 0.00, 0.00, 0.00, 0.00, 0.00, 0.00, 0.00, 0.00, 0.00, 0.00, 0.00, 0.00, 0.00, 0.00, 0.00, 0.00, 0.00, 0.00, 0.00, 0.00, 0.00, 0.00, 0.00, 0.00, 0.00, 0.00, 0.00, 0.00, 0.00, 0.00, 0.00, 0.00, 0.00, 0.00, 0.00, 0.00, 0.00, 0.00]
}



[3]
{
  "formula": "C4H12NO",
  "method": "the ωB97M-V functional and the def2-TZVPD basis",
  "total_charge": -1,
  "orbital_gap_ev": 6.78,
  "homo_ev": -2.33,
  "de_lowest_ev": 0.841,
  "e_tot_ev": -7879.2789,
  "mol_weight_g_mol": 90.146,
  "symbols": ["C", "O", "C", "N", "H", "H", "H", "H", "H", "H", "C", "C", "H", "H", "H", "H", "H", "H"],
  "xyz": [[-1.144, -1.202, 0.284], [0.201, -1.167, 0.055], [-1.670, 0.280, 0.352], [-3.153, 0.318, 0.191], [-1.811, -1.713, -0.501], [-1.475, -1.627, 1.264], [-1.433, 0.755, 1.322], [-1.192, 0.861, -0.437], [-3.437, -0.076, -0.661], [-3.603, -0.128, 1.032], [2.123, 0.657, -1.094], [2.554, 0.294, 0.362], [1.262, 0.029, -1.397], [2.921, 0.472, -1.835], [1.871, 1.725, -1.196], [2.599, -0.795, 0.455], [3.548, 0.700, 0.683], [1.839, 0.615, 1.119]],
  "nbo_charge": [-0.02, -0.97, -0.23, -0.88, 0.05, 0.06, 0.16, 0.17, 0.34, 0.34, -0.63, -0.60, 0.27, 0.16, 0.17, 0.23, 0.15, 0.22]
}



[4]
{
  "formula": "C10H15N3O",
  "method": "the ωB97M-V functional and the def2-TZVPD basis",
  "total_charge": 0,
  "smiles": "CCN1CCC=C(/C(C#N)=N/OC)C1",
  "orbital_gap_ev": 8.10,
  "homo_ev": -8.34,
  "de_lowest_ev": 2.850,
  "e_tot_ev": -17127.4973,
  "mol_weight_g_mol": 193.250,
  "symbols": ["N", "C", "N", "O", "C", "C", "C", "N", "C", "C", "C", "C", "C", "C", "H", "H", "H", "H", "H", "H", "H", "H", "H", "H", "H", "H", "H", "H", "H"],
  "xyz": [[2.949, 0.022, -3.373], [2.468, -0.218, -2.347], [1.966, -1.546, -0.400], [2.891, -2.513, -0.828], [0.655, 0.449, -0.748], [0.607, 1.790, -1.165], [1.736, -0.493, -1.147], [-1.521, 0.801, 0.420], [3.615, -3.045, 0.259], [-0.430, -0.162, 0.120], [-2.385, -0.383, 2.434], [-0.586, 2.669, -0.803], [-2.719, 0.342, 1.110], [-1.797, 1.784, -0.595], [1.348, 2.263, -1.761], [4.385, -3.747, -0.113], [2.939, -3.602, 0.929], [4.090, -2.246, 0.830], [-0.007, -0.548, 1.060], [-0.802, -1.043, -0.448], [-1.880, -1.349, 2.229], [-1.729, 0.252, 3.014], [-3.287, -0.617, 2.980], [-0.278, 3.283, 0.082], [-0.795, 3.390, -1.632], [-3.417, 1.184, 1.270], [-3.289, -0.375, 0.444], [-2.663, 2.426, -0.293], [-2.063, 1.235, -1.528]],
  "nbo_charge": [-0.27, 0.23, -0.08, -0.38, -0.05, -0.11, 0.07, -0.46, -0.25, -0.25, -0.62, -0.45, -0.19, -0.21, 0.22, 0.21, 0.18, 0.18, 0.23, 0.18, 0.20, 0.21, 0.21, 0.23, 0.22, 0.20, 0.15, 0.21, 0.17]
}



[5]
{
  "formula": "C15H31NO3",
  "method": "the ωB97M-V functional and the def2-TZVPD basis",
  "total_charge": 0,
  "smiles": "CCCCCCCCCOCCN.O=C1CCCO1",
  "orbital_gap_ev": 9.86,
  "homo_ev": -9.19,
  "e_tot_ev": -23689.2633,
  "mol_weight_g_mol": 273.417,
  "symbols": ["C", "C", "C", "C", "C", "C", "C", "C", "C", "O", "C", "C", "N", "H", "H", "H", "H", "H", "H", "H", "H", "H", "H", "H", "H", "H", "H", "H", "H", "H", "H", "H", "H", "H", "H", "H", "H", "H", "O", "C", "O", "C", "C", "C", "H", "H", "H", "H", "H", "H"],
  "xyz": [[1.259, -4.946, 0.832], [0.196, -4.202, -0.104], [1.012, -3.254, -1.083], [0.084, -2.028, -1.432], [0.839, -0.779, -2.016], [1.351, 0.256, -0.951], [0.230, 1.118, -0.272], [-0.520, 0.408, 0.924], [-2.094, 0.452, 0.744], [-2.610, -0.798, 0.298], [-4.035, -0.788, 0.310], [-4.565, -2.215, -0.069], [-4.420, -2.457, -1.534], [2.180, -5.081, 0.208], [0.850, -5.924, 1.187], [1.522, -4.272, 1.686], [-0.449, -4.926, -0.656], [-0.469, -3.636, 0.592], [1.947, -2.970, -0.540], [1.237, -3.813, -2.029], [-0.618, -2.384, -2.236], [-0.551, -1.821, -0.543], [0.220, -0.278, -2.806], [1.750, -1.164, -2.551], [2.037, -0.246, -0.217], [2.012, 0.977, -1.508], [0.728, 2.027, 0.164], [-0.501, 1.493, -1.029], [-0.330, 0.990, 1.866], [-0.171, -0.629, 1.134], [-2.353, 1.264, 0.005], [-2.600, 0.739, 1.710], [-4.431, -0.503, 1.324], [-4.461, -0.063, -0.434], [-4.009, -3.031, 0.454], [-5.651, -2.289, 0.199], [-3.493, -2.156, -1.835], [-4.475, -3.461, -1.705], [3.800, 3.203, -0.570], [3.334, 4.113, 0.052], [2.889, 5.263, -0.516], [2.496, 6.186, 0.510], [2.213, 5.331, 1.728], [3.194, 4.185, 1.552], [3.317, 6.890, 0.677], [1.617, 6.741, 0.184], [2.329, 5.870, 2.669], [1.190, 4.948, 1.683], [4.169, 4.411, 1.989], [2.804, 3.252, 1.953]],
  "nbo_charge": [-0.61, -0.40, -0.40, -0.42, -0.40, -0.40, -0.40, -0.43, -0.05, -0.56, -0.08, -0.23, -0.85, 0.20, 0.21, 0.20, 0.20, 0.20, 0.20, 0.21, 0.20, 0.22, 0.20, 0.20, 0.20, 0.22, 0.20, 0.20, 0.20, 0.22, 0.16, 0.16, 0.17, 0.18, 0.18, 0.19, 0.36, 0.35, -0.56, 0.79, -0.49, -0.07, -0.43, -0.53, 0.18, 0.20, 0.22, 0.21, 0.24, 0.24]
}



[6]
{
  "formula": "C4H9N3O",
  "method": "the ωB97M-V functional and the def2-TZVPD basis",
  "total_charge": 0,
  "smiles": "[H]/N=C/OC.C=C=NN",
  "orbital_gap_ev": 9.93,
  "homo_ev": -9.10,
  "de_lowest_ev": 3.701,
  "e_tot_ev": -10808.7605,
  "mol_weight_g_mol": 115.136,
  "symbols": ["C", "N", "C", "N", "C", "C", "O", "N", "H", "H", "H", "H", "H", "H", "H", "H", "H"],
  "xyz": [[2.509, -1.774, -0.651], [-2.197, 0.454, 0.724], [-1.272, 1.002, 1.300], [-2.977, 0.946, -0.287], [0.427, -0.815, -1.033], [-0.258, 1.402, 2.002], [1.114, -1.935, -0.848], [0.969, 0.320, -1.047], [-3.875, 0.478, -0.278], [-3.069, 1.959, -0.321], [0.329, 1.090, -1.197], [-0.636, -1.051, -1.162], [2.697, -1.183, 0.247], [2.954, -1.258, -1.504], [2.922, -2.774, -0.546], [0.745, 1.297, 1.627], [-0.383, 1.839, 2.977]],
  "nbo_charge": [-0.27, -0.28, 0.32, -0.64, 0.42, -0.60, -0.49, -0.76, 0.37, 0.35, 0.36, 0.16, 0.19, 0.19, 0.19, 0.24, 0.23]
}